The following is a quantum chemistry calculation of one molecule with the formula C9H17F3N2O2, from OMol25.

Each line ends with the natural charge from an NBO analysis.
Cartesian coordinates (Å):
1 O 3.759 1.388 -1.253  -0.72
2 C 2.633 1.991 -1.846  -0.09
3 H 2.058 2.559 -1.102  0.16
4 C 1.710 0.992 -2.576  -0.24
5 N 0.678 0.345 -1.794  -0.45
6 C -0.394 1.210 -1.349  -0.23
7 C -1.548 0.351 -0.838  -0.22
8 N -1.076 -0.455 0.271  -0.45
9 C -2.122 -1.161 0.971  -0.23
10 H -3.028 -0.552 0.954  0.22
11 H -2.350 -2.144 0.528  0.19
12 C -1.756 -1.406 2.446  0.02
13 O -0.883 -2.492 2.565  -0.70
14 H -0.632 -2.618 3.489  0.49
15 C -1.129 -0.149 3.069  0.95
16 F -1.871 0.944 2.868  -0.32
17 F -1.039 -0.306 4.411  -0.34
18 F 0.107 0.115 2.654  -0.31
19 H -2.684 -1.589 3.015  0.18
20 C 0.000 -1.322 -0.177  -0.23
21 C 1.150 -0.459 -0.686  -0.23
22 H 1.501 0.158 0.160  0.16
23 H 1.962 -1.102 -1.034  0.21
24 H -0.343 -1.986 -0.989  0.17
25 H 0.335 -1.931 0.661  0.23
26 H -1.924 -0.276 -1.665  0.17
27 H -2.354 0.999 -0.488  0.20
28 H -0.081 1.881 -0.531  0.17
29 H -0.733 1.817 -2.192  0.20
30 H 1.208 1.514 -3.395  0.20
31 H 2.339 0.208 -3.009  0.20
32 H 3.042 2.697 -2.572  0.18
33 H 3.465 0.779 -0.567  0.46

As for the SMILES: OCCN1CCN(C[C@@H](O)C(F)(F)F)CC1. The calculation puts the HOMO energy at -8.5 eV. The orbital gap comes out at 0.3361 hartree. The calculation puts the relative energy (zero: lowest compared OMol25 entry of this formula, charge and spin) at 0.1005 eV. For the calculated total energy, the calculation gives -24836.280 eV.